Entry 1:
16
Properties=species:S:1:pos:R:3:forces:R:3:nbo_charge:R:1 method="wB97M-V/def2-TZVPD" homo_lumo_gap_ev=7.53 total_energy_ev=-9875.8031 spin_multiplicity=1 lumo_ev=0.92 relative_energy_kcal_mol=98.18
C -1.889 1.090 1.323 -0.091 0.188 0.239 -0.264
O -1.591 0.099 0.362 0.054 -0.061 -0.019 -0.535
C -0.728 0.531 -0.632 -0.121 -0.011 -0.338 0.217
C 1.767 -1.372 -1.563 0.069 0.057 -0.119 -0.454
N 1.670 -1.198 -0.241 -0.034 0.106 0.157 -0.407
C 1.177 -0.210 0.489 -0.032 -0.267 -0.035 0.144
O 0.575 0.842 -0.142 0.115 -0.034 0.069 -0.540
H -0.979 1.567 1.704 -0.125 -0.074 -0.033 0.181
H -2.547 1.864 0.903 0.101 -0.094 0.022 0.170
H -2.406 0.590 2.145 0.052 0.102 -0.114 0.194
H -1.069 1.462 -1.104 0.031 -0.116 0.081 0.154
H -0.680 -0.282 -1.363 -0.003 0.092 0.098 0.173
H 1.509 -0.552 -2.216 -0.003 -0.109 0.095 0.194
H 2.297 -2.244 -1.911 -0.061 0.114 0.064 0.192
H 2.024 -1.965 0.321 -0.032 0.104 -0.045 0.415
H 1.079 -0.333 1.557 0.081 0.003 -0.121 0.167

---

Entry 2:
15
Properties=species:S:1:pos:R:3:forces:R:3:nbo_charge:R:1 method="wB97M-V/def2-TZVPD" homo_lumo_gap_ev=10.16 total_charge=+1 total_energy_ev=-26864.4895 spin_multiplicity=1 lumo_ev=-3.33 relative_energy_kcal_mol=5.98
C -0.563 -0.709 -2.107 -0.288 -0.030 0.104 -0.411
N -0.412 -0.301 -0.711 -0.013 -0.168 0.413 -0.510
C -0.676 -1.081 0.306 -0.126 0.480 -0.210 0.395
N -0.492 -0.717 1.549 -0.007 -0.436 0.456 -0.719
H 0.389 -0.655 -2.625 0.018 0.024 -0.006 0.233
H -1.308 -0.090 -2.601 0.080 0.090 -0.034 0.233
H -0.926 -1.734 -2.109 0.080 -0.044 -0.108 0.222
H -0.104 0.636 -0.467 0.066 0.034 -0.295 0.422
H -1.120 -2.049 0.114 0.219 -0.131 -0.038 0.227
H -0.129 0.200 1.810 -0.151 -0.275 -0.238 0.425
H -0.657 -1.390 2.284 -0.076 0.115 -0.030 0.434
S 2.457 1.583 1.635 0.030 0.044 0.092 -0.059
S 0.532 2.336 1.653 0.296 0.227 -0.148 -0.167
H 2.354 0.728 0.601 -0.058 0.027 0.013 0.111
H 0.654 3.241 0.668 -0.069 0.044 0.028 0.165

---

Entry 3:
9
Properties=species:S:1:pos:R:3:forces:R:3:lowdin_spin:R:1 method="wB97M-V/def2-TZVPD" homo_lumo_gap_ev="9.08 / 5.89" total_energy_ev=-91136.4476 spin_multiplicity=3 lumo_ev="0.61 / -4.49" relative_energy_kcal_mol=51.40
C 0.725 0.587 0.238 0.249 0.214 -0.253 0.088
C 0.069 -0.232 -0.761 -0.078 -0.299 1.836 0.540
C -0.741 0.123 0.389 0.012 0.713 -1.157 0.072
F -0.064 -0.182 -2.045 -0.315 0.327 -1.022 0.132
F 0.886 -2.476 -0.430 0.189 -0.668 0.144 1.031
Cl -1.162 -1.016 1.640 0.007 -0.218 0.028 0.050
Br -2.115 1.456 0.060 0.183 -0.124 0.197 0.047
H 1.439 0.119 0.907 0.069 -0.110 0.021 0.025
H 0.963 1.620 0.002 -0.316 0.165 0.207 0.015